Here is a structure of composition C25H22Cl2F4N6O2RuS2 from the OMol25 dataset. Energies are from ωB97M-V with the def2-TZVPD basis set.

```
64
C25H22Cl2F4N6O2RuS2 ωB97M-V with the def2-TZVPD basis set
Ru -0.558 0.238 1.016
C -2.581 -0.083 -1.510
N -2.670 0.522 -0.185
C -3.825 0.010 0.548
C -2.742 1.980 -0.248
C -1.462 2.582 -0.799
N -0.306 2.000 -0.142
C 0.934 2.481 -0.430
C 1.954 2.393 0.542
F 1.630 1.825 1.725
C 3.234 2.840 0.347
F 4.144 2.681 1.318
C 3.597 3.477 -0.826
C 2.614 3.636 -1.777
F 2.910 4.271 -2.923
C 1.329 3.162 -1.601
F 0.464 3.340 -2.624
H -3.434 0.211 -2.136
H -2.576 -1.169 -1.415
H -1.657 0.217 -2.001
H -4.762 0.302 0.054
H -3.813 0.412 1.561
H -3.780 -1.074 0.600
H -2.901 2.338 0.768
H -3.588 2.290 -0.877
H -1.494 3.660 -0.599
H -1.434 2.451 -1.882
H 4.605 3.825 -0.994
N 2.939 -3.221 -6.022
C 2.588 -2.794 -4.765
C 3.373 -1.853 -4.087
C 3.070 -1.493 -2.791
C 1.976 -2.058 -2.151
C 1.167 -2.965 -2.820
C 1.465 -3.324 -4.118
S 1.718 -1.614 -0.458
O 2.334 -0.331 -0.286
O 2.143 -2.688 0.400
N 0.092 -1.367 -0.269
C -0.639 -2.346 0.330
S -0.463 -4.075 0.139
C -1.771 -4.313 1.240
C -2.239 -3.125 1.669
N -1.609 -2.020 1.151
H 3.634 -2.704 -6.528
H 2.273 -3.736 -6.566
H 4.230 -1.418 -4.585
H 3.667 -0.762 -2.260
H 0.297 -3.383 -2.334
H 0.835 -4.035 -4.640
H -2.105 -5.306 1.487
H -3.042 -2.981 2.378
Cl 0.512 -0.884 3.089
C -0.203 0.195 4.251
C 0.046 0.078 5.593
C -0.551 0.974 6.477
C -1.393 1.974 5.997
C -1.645 2.082 4.649
Cl -2.705 3.306 4.060
C -1.056 1.198 3.694
N -1.262 1.292 2.398
H 0.706 -0.699 5.955
H -0.365 0.892 7.538
H -1.850 2.683 6.674
```

As for the strongest force on any atom: 1.8 eV/A. The multiplicity is 5. Its expectation value of S² is 6.06. As for the HOMO energy (spin up / spin down): -7.27 / -7.21 eV. The relative energy (zero: lowest compared OMol25 entry of this formula, charge and spin) is 35.73 kJ/mol. For the orbital gap (spin up / spin down), the calculation gives 7.52 / 5.87 eV.

In the Löwdin picture, each atom carries the following charge in e: 1.34, -0.09, -0.33, -0.10, -0.22, -0.22, -0.10, -0.19, -0.19, 0.04, -0.23, 0.09, 0.06, -0.22, 0.08, -0.14, 0.07, 0.10, 0.08, 0.08, 0.09, 0.08, 0.06, 0.09, 0.13, 0.13, 0.10, 0.13, 0.11, -0.32, -0.02, -0.05, -0.29, -0.07, -0.03, 0.57, -0.30, -0.33, -0.26, -0.78, 1.07, -0.39, -0.25, -0.07, 0.09, 0.09, 0.11, 0.12, 0.07, 0.11, 0.06, 0.11, 0.82, -0.54, -0.10, -0.07, -0.11, -0.61, 0.70, -0.45, -0.08, 0.11, 0.11, 0.11

=====

Here is a structure of composition C25H22ClErNP from the OMol25 dataset. Energies are from ωB97M-V with the def2-TZVPD basis set.

```
51
C25H22ClErNP ωB97M-V with the def2-TZVPD basis set
Er -0.353 1.113 1.209
Cl -2.018 2.476 2.383
P -0.066 0.211 -1.493
C -1.448 -0.553 -2.272
C -1.287 -1.185 -3.507
C -2.408 -1.647 -4.170
C -3.679 -1.451 -3.638
C -3.832 -0.752 -2.438
C -2.731 -0.245 -1.781
C -0.152 2.004 -1.227
C 0.934 2.647 -0.559
C 0.723 3.965 -0.109
C -0.422 4.687 -0.462
C -1.384 4.073 -1.282
C -1.264 2.751 -1.714
C 1.519 -0.101 -2.252
C 2.574 -0.792 -1.620
C 3.833 -0.818 -2.230
C 4.055 -0.164 -3.451
C 2.984 0.475 -4.087
C 1.724 0.514 -3.491
H 1.965 2.248 -0.611
H 1.482 4.456 0.487
H -0.608 5.713 -0.100
H -2.304 4.600 -1.519
H -1.912 2.356 -2.529
H -0.297 -1.236 -3.944
H -2.263 -2.113 -5.133
H -4.547 -1.835 -4.165
H -4.835 -0.571 -2.065
H -2.862 0.368 -0.899
H 2.404 -1.278 -0.656
H 4.667 -1.334 -1.751
H 5.049 -0.152 -3.909
H 3.122 0.976 -5.037
H 0.897 1.037 -3.980
H -1.776 0.124 0.638
H 0.495 -0.217 -0.203
N 0.572 -0.201 2.748
C 0.350 -0.889 3.689
C 0.266 -1.712 4.789
C -0.525 -1.377 5.908
C -0.563 -2.238 7.007
C 0.248 -3.394 7.027
C 1.080 -3.686 5.933
C 1.139 -2.808 4.849
H -1.092 -0.442 5.895
H -1.232 -2.012 7.851
H 0.240 -4.055 7.896
H 1.678 -4.601 5.924
H 1.861 -2.935 4.047
```

As for the strongest force on any atom: 4.2 eV/A. The multiplicity is 4. As for the charge: +2. Its expectation value of S² is 3.75. As for the HOMO energy (spin up / spin down): -14.89 / -14.89 eV. The relative energy (zero: lowest compared OMol25 entry of this formula, charge and spin) is 108.96 kJ/mol. For the orbital gap (spin up / spin down), the calculation gives 7.36 / 7.39 eV.

In the Löwdin picture, each atom carries the following charge in e: 0.82, -0.09, 1.05, -0.33, -0.05, -0.04, -0.01, -0.03, -0.11, -0.44, -0.16, -0.05, 0.00, -0.01, -0.02, -0.37, -0.06, -0.04, -0.02, -0.04, -0.09, 0.15, 0.13, 0.15, 0.13, 0.15, 0.11, 0.12, 0.13, 0.13, 0.06, 0.11, 0.12, 0.13, 0.12, 0.12, -0.08, 0.00, 0.05, -0.06, -0.23, 0.01, -0.03, -0.01, -0.03, 0.00, 0.13, 0.13, 0.13, 0.12, 0.13

=====

Here is a structure of composition C25H22Co2O12 from the OMol25 dataset. Energies are from ωB97M-V with the def2-TZVPD basis set.

```
61
C25H22Co2O12 ωB97M-V with the def2-TZVPD basis set
C -0.701 4.846 -1.950
C -1.206 3.449 -2.115
O -0.943 2.790 -0.840
C -1.461 1.550 -0.789
C -0.833 0.640 0.265
C -1.904 0.426 1.352
O -3.095 0.567 1.138
O -1.387 0.007 2.528
C -2.361 -0.367 3.548
C -1.646 -0.335 4.872
C 0.365 1.383 0.871
O 1.499 1.237 0.432
O 0.056 2.202 1.888
C 1.110 3.090 2.400
C 0.794 3.338 3.848
O -2.296 1.145 -1.579
H -0.886 5.392 -2.872
H -1.219 5.350 -1.134
H 0.373 4.862 -1.752
H -2.278 3.418 -2.334
H -0.658 2.917 -2.905
H -3.180 0.359 3.494
H -2.735 -1.375 3.322
H -2.311 -0.709 5.659
H -0.744 -0.960 4.868
H -1.371 0.701 5.109
H 2.088 2.609 2.275
H 1.061 4.015 1.811
H 1.463 4.120 4.211
H -0.243 3.661 3.991
H 0.979 2.434 4.440
O -2.401 -2.863 -3.196
C -1.360 -2.648 -3.647
Co 0.263 -2.356 -4.267
C 0.770 -3.785 -3.390
O 1.066 -4.703 -2.755
C -0.081 -2.653 -5.967
O -0.339 -2.872 -7.072
C 0.007 -0.564 -2.960
C 0.302 -0.538 -1.656
C -0.488 -0.678 -0.387
C 0.094 -1.650 0.643
C -0.754 -2.521 1.337
C -0.198 -3.471 2.190
C 1.193 -3.556 2.327
C 2.025 -2.673 1.640
C 1.468 -1.696 0.812
Co 1.742 -0.897 -2.738
C 2.146 -1.762 -4.437
O 3.007 -1.905 -5.222
C 2.885 0.396 -2.931
O 3.737 1.154 -3.126
C 2.885 -2.067 -2.098
O 3.724 -2.817 -1.830
H -0.683 0.039 -3.570
H -1.466 -1.098 -0.691
H -1.841 -2.475 1.179
H -0.856 -4.132 2.754
H 1.634 -4.317 2.972
H 3.110 -2.704 1.733
H 2.078 -0.948 0.300
```

As for the strongest force on any atom: 4.0 eV/A. As for the HOMO energy: -7.91 eV. The relative energy (zero: lowest compared OMol25 entry of this formula, charge and spin) is 0.00 kJ/mol. For the orbital gap, the calculation gives 6.88 eV.

In the Löwdin picture, each atom carries the following charge in e: -0.07, -0.19, 0.02, -0.40, -0.13, -0.39, 0.15, -0.01, -0.19, -0.06, -0.38, 0.12, 0.01, -0.17, -0.07, 0.14, 0.08, 0.08, 0.08, 0.13, 0.13, 0.13, 0.13, 0.08, 0.08, 0.08, 0.13, 0.13, 0.08, 0.08, 0.08, 0.17, -0.14, 0.02, -0.14, 0.16, -0.12, 0.13, -0.15, -0.07, -0.16, -0.17, -0.03, -0.07, -0.08, -0.06, -0.04, 0.15, -0.27, 0.09, -0.09, 0.16, -0.13, 0.17, 0.10, 0.17, 0.13, 0.11, 0.10, 0.11, 0.10